Entry 1:
# C6H7I

The molecule C6H7I in a non-equilibrium geometry (wB97M-V/def2-TZVPD, OMol25).

Atoms and positions in Å:
I 2.09254 -0.44168 -3.08415
C -1.31420 0.89090 -0.10254
C -0.42348 0.60747 -1.03596
C 1.67656 -0.78044 -1.06623
C 0.21176 -0.50716 0.95926
C 0.62503 -0.26177 -0.47082
C -0.97688 0.40457 1.29805
H -2.21053 1.58762 -0.22558
H -1.83751 -0.16341 1.66260
H 2.32360 -1.34033 -0.45015
H -0.44762 0.84280 -2.07251
H -0.75611 1.35697 1.88066
H 1.24472 -0.61618 1.62873
H -0.20788 -1.57936 1.07864

2S+1 = 3
LUMO energy (spin up / spin down) = 0.46 / -2.31 eV
charge = 0
HOMO energy (spin up / spin down) = -5.0 / -9.6 eV
energy above the lowest of the compared OMol25 structures with the same formula, charge and spin = 0.0 kJ/mol
gap between HOMO and LUMO (spin up / spin down) = 5.46 / 7.29 eV
E_tot = -14430.87914 eV

=====

Entry 2:
# C6H7I2N2O2

The ion C6H7I2N2O2 with charge +1 in a non-equilibrium geometry (wB97M-V/def2-TZVPD, OMol25).

Atoms and positions in Å:
I -3.87543 -0.24152 -0.34732
I 3.66171 0.08646 -0.07137
O -0.76407 2.80581 0.69069
O -2.02403 -0.57580 1.93611
N -1.30417 1.83417 0.25583
N 1.07231 -1.95453 0.86308
C 1.57252 0.19872 -0.28580
C -2.08692 -0.39971 0.76958
C -0.61467 1.02651 -0.75547
C 0.73564 -0.74505 0.12989
C 0.87809 1.33690 -0.94945
C -0.76329 -0.42301 -0.22260
H 0.67627 -2.79159 0.41101
H 0.70540 -1.91277 1.82850
H -1.20367 1.18476 -1.66343
H 1.12689 2.28769 -0.46012
H 1.16329 1.42529 -1.99973
H -1.06337 -1.10764 -1.02311
H 2.10750 -2.03469 0.89370

2S+1 = 1
LUMO energy = -3.82 eV
SMILES string = [NH3+]C1=C(I)C[C@H](N=O)[C@@H]1C(=O)I
charge = +1
HOMO energy = -12.6 eV
energy above the lowest of the compared OMol25 structures with the same formula, charge and spin = 0.0 kJ/mol
gap between HOMO and LUMO = 8.74 eV
E_tot = -29601.65831 eV

=====

Entry 3:
# C6H7N

A cluster of 2 separate species, C6H7N in total in a non-equilibrium geometry (wB97M-V/def2-TZVPD, OMol25).

Atoms and positions in Å:
N 1.07976 -0.21087 -1.07827
C -1.85325 -1.08325 -0.91476
C -1.51280 0.32685 1.30603
C -1.59517 -0.28970 0.26887
C 1.52223 1.08400 1.24631
C 2.27456 0.19662 -1.16334
C 1.89820 0.46910 0.17530
H 2.19329 1.56637 1.93626
H -2.41943 -1.97879 -0.64821
H 0.40811 1.00745 1.47467
H 3.13648 0.05398 -1.78936
H -2.38576 -0.49367 -1.66214
H -1.82734 0.75646 2.21924
H -0.91886 -1.40455 -1.37061

2S+1 = 1
LUMO energy = 0.94 eV
SMILES string = C=C1C=N1.C#CC
charge = 0
HOMO energy = -9.3 eV
energy above the lowest of the compared OMol25 structures with the same formula, charge and spin = 590.1 kJ/mol
gap between HOMO and LUMO = 10.21 eV
E_tot = -7819.53144 eV